1.
The following is a DFT calculation (ωB97M-V with the def2-TZVPD basis set) of a structure of composition C30H30Br2N2O2Ru at a distorted geometry.

Calculated values
E_HOMO (alpha / beta) = -10.6093 / -10.5784 eV
Expectation value of S² = 1.179
Spin multiplicity = 2
Total charge = +1
ΔE to the lowest compared entry with this formula, charge and spin = 18.49 kcal/mol

Cartesian coordinates (Å):
H  0.88  -6.88  0.99
C  -4.30  -0.73  -0.03
C  0.01  -6.57  0.41
H  -5.00  -1.55  0.03
H  -5.20  3.27  -0.03
H  -2.56  -2.01  -0.08
H  -0.01  -5.94  2.67
O  1.97  -0.20  -0.24
H  -0.89  -3.39  6.42
H  -1.25  -5.43  -1.59
C  1.34  -4.77  -0.67
C  2.76  0.82  -0.19
C  0.93  2.56  -0.27
C  -0.01  -4.94  5.17
H  1.25  -6.57  4.43
C  -3.17  3.94  -0.11
H  -1.09  4.39  -0.22
C  -4.15  2.99  -0.08
C  3.24  3.23  -0.14
C  -0.01  -4.03  6.39
O  0.01  -2.16  0.24
C  0.03  -2.78  3.82
C  -4.74  0.57  -0.03
N  -2.02  -0.03  -0.16
C  0.05  -2.14  2.61
H  -1.28  -6.56  4.42
H  6.10  1.45  -0.02
C  -3.81  1.63  -0.10
H  1.37  -5.39  -1.57
H  -0.90  -6.86  0.93
C  1.24  -5.84  5.23
C  0.04  -5.06  0.11
H  1.40  -3.73  -0.98
C  2.29  2.18  -0.20
H  0.75  3.63  -0.29
H  1.26  -6.37  6.18
C  4.57  2.97  -0.07
C  0.03  -2.81  1.36
C  5.04  1.65  -0.08
H  -1.15  -3.73  -1.15
H  2.15  -5.23  5.16
H  0.04  -7.11  -0.54
H  2.21  -5.01  -0.06
C  -1.42  2.27  -0.24
C  -1.20  -4.74  -0.75
H  -2.11  -4.86  -0.16
Br  0.11  -0.21  2.62
C  0.00  -4.86  2.64
H  -1.30  -6.36  6.17
Br  5.80  4.41  0.02
C  -2.93  -0.99  -0.09
Ru  -0.01  -0.22  -0.09
C  0.00  -4.17  3.86
C  0.02  -4.25  1.40
C  -1.27  -5.82  5.22
C  -2.44  1.27  -0.17
H  2.89  4.26  -0.14
H  -0.02  -4.64  7.30
H  -3.44  4.99  -0.08
C  4.15  0.61  -0.15
C  -1.82  3.60  -0.19
H  0.05  -2.19  4.72
H  -5.80  0.80  0.03
H  4.50  -0.41  -0.16
H  -2.17  -5.21  5.14
H  0.89  -3.40  6.43
N  -0.12  1.77  -0.30

***

2.
The following is a DFT calculation (ωB97M-V with the def2-TZVPD basis set) of a structure of composition C30H30BrMnN4O2SSe2Si.

Calculated values
E_HOMO (alpha / beta) = -10.7345 / -10.6314 eV
Expectation value of S² = 3.769
Spin multiplicity = 4
Total charge = +1

Cartesian coordinates (Å):
H  4.34  -0.07  -3.69
C  2.63  -5.13  0.35
N  -1.30  -0.79  -1.11
H  -1.77  3.57  2.42
C  0.74  3.16  0.68
N  -0.13  2.57  -0.17
C  -1.99  3.18  3.41
C  1.41  -1.56  -3.81
C  4.39  -1.00  -3.12
H  0.63  -5.43  -0.36
C  -2.00  4.36  7.01
C  1.31  -2.63  2.97
C  -2.62  2.18  5.92
C  -1.77  -1.91  -0.53
C  3.77  -4.34  0.27
H  -0.43  6.31  0.73
C  -2.65  -2.76  -1.16
C  0.16  -2.43  3.73
H  -2.96  -0.99  -4.02
C  1.54  -3.72  -1.26
C  -1.74  -0.48  -2.34
C  -0.45  -0.64  2.31
H  1.51  2.52  1.10
H  0.67  -3.49  -1.86
H  -2.88  1.79  6.89
H  -3.78  -3.09  -2.96
H  -0.04  -3.06  4.59
Mn  0.07  0.48  0.11
Se  -2.35  2.64  -1.97
Si  2.71  -1.45  -2.49
O  -3.40  -0.28  2.47
H  -3.18  0.37  4.89
Se  -1.08  1.13  -3.16
C  -0.33  5.26  0.48
H  2.37  -1.94  1.22
H  -1.48  4.99  4.43
N  -1.11  0.42  1.74
H  -2.15  3.80  7.93
H  -1.43  -2.11  0.47
H  -1.00  4.81  7.05
H  -2.72  5.18  6.98
C  -1.07  3.33  -0.72
C  -1.21  4.68  -0.41
H  1.40  4.89  1.73
H  1.40  -0.65  -4.41
H  2.02  -3.41  3.22
N  0.65  -0.85  1.56
S  -2.62  0.87  2.11
C  -2.15  3.48  5.80
C  0.68  4.48  1.04
H  4.70  -2.65  -0.64
O  -3.03  1.73  1.03
C  -2.78  1.37  4.80
H  -1.66  -1.30  3.97
Br  2.18  0.43  -1.23
C  1.51  -1.83  1.87
H  5.10  -0.86  -2.30
H  -3.00  -3.65  -0.65
H  4.64  -4.59  0.86
C  -3.08  -2.45  -2.44
C  -0.75  -1.44  3.41
C  -1.84  3.97  4.53
H  0.42  -1.70  -3.39
C  2.69  -2.91  -1.36
H  2.61  -5.99  1.00
H  1.63  -2.40  -4.47
C  1.51  -4.81  -0.42
C  -2.62  -1.29  -3.04
H  4.78  -1.78  -3.77
H  -1.98  5.26  -0.89
C  3.80  -3.25  -0.58
C  -2.46  1.88  3.55

***

3.
The following is a DFT calculation (ωB97M-V with the def2-TZVPD basis set) of a structure of composition C30H30ClF3IMoN11O2PS2.

Calculated values
E_HOMO (alpha / beta) = -10.3808 / -10.3781 eV
Expectation value of S² = 2.031
Spin multiplicity = 3
Total charge = +1
ΔE to the lowest compared entry with this formula, charge and spin = 3.68 kcal/mol

Cartesian coordinates (Å):
N  -4.41  0.05  -0.76
H  3.87  0.37  -3.92
O  -1.66  2.46  0.61
S  -0.15  -0.09  -2.07
C  -2.29  4.55  2.11
H  -3.96  -1.52  -2.07
H  -4.90  1.30  0.84
H  5.96  0.12  0.40
H  -5.23  -2.30  1.23
N  -4.22  -0.52  1.61
C  0.19  -3.29  2.04
C  0.61  -5.69  1.95
C  2.28  -1.94  -2.33
C  1.26  3.93  2.91
C  0.69  2.29  -3.31
C  0.85  -3.15  0.81
C  0.72  1.38  -2.25
C  1.35  -4.30  0.20
I  5.98  -0.78  3.71
H  -3.00  3.87  2.59
H  3.03  4.41  -2.09
H  -2.26  5.48  2.67
H  -2.62  4.74  1.10
O  2.72  2.44  1.86
N  1.12  -2.03  -0.02
C  4.68  -0.37  2.17
N  1.48  1.59  -1.18
F  0.12  0.91  -5.13
H  2.87  2.77  -0.21
H  -1.82  -2.10  -1.12
C  0.08  -4.55  2.58
C  2.05  -2.54  -3.53
H  -3.63  -2.50  1.96
H  1.67  -6.44  0.23
C  1.57  2.86  1.98
H  -3.17  1.73  -0.76
N  3.00  -0.78  -2.39
N  -0.95  3.98  2.10
H  -2.75  0.50  -1.95
S  2.73  -1.61  -4.78
N  3.86  0.18  0.22
C  3.29  -0.40  2.20
F  -0.12  3.04  -5.39
H  -0.23  -2.44  2.55
N  0.51  2.31  1.24
C  1.77  -2.54  -1.07
C  2.29  2.67  -1.12
H  -2.92  1.02  2.19
F  -1.49  1.94  -4.14
H  0.51  -6.66  2.42
C  -3.11  0.67  -0.93
N  1.92  -3.87  -0.97
C  -2.22  -1.86  -0.14
H  -1.71  -2.50  0.59
N  -3.64  -2.18  -0.11
C  -4.20  -1.93  1.22
H  -0.25  5.27  3.58
P  -1.86  -0.06  0.26
C  -0.21  2.05  -4.50
C  -2.87  -0.01  1.83
Cl  0.24  -0.19  2.65
H  2.45  -4.43  -1.62
C  -4.39  -1.38  -1.07
H  2.65  -0.61  3.03
H  -5.42  -1.74  -1.08
C  3.30  -0.50  -3.63
C  1.53  3.38  -3.26
H  3.70  0.24  -0.78
C  -0.72  2.89  1.27
C  5.01  0.00  0.88
H  1.54  4.09  -4.08
H  -2.37  -0.61  2.58
H  2.05  4.30  3.54
C  2.36  3.57  -2.15
H  -0.42  -4.66  3.53
H  -5.98  -0.09  0.59
C  -4.94  0.23  0.59
H  1.46  -3.41  -3.74
C  0.03  4.45  2.93
N  2.80  -0.07  1.01
Mo  0.68  0.22  0.35
C  1.26  -5.58  0.74

***

4.
The following is a DFT calculation (ωB97M-V with the def2-TZVPD basis set) of a cluster of 2 separate species, C30H30ClN2O in total at a distorted geometry.

Calculated values
E_HOMO = -8.9676 eV
Total charge = +1

Cartesian coordinates (Å):
H  -4.16  -4.50  2.79
C  -0.76  3.63  -0.22
H  4.73  0.03  2.19
H  0.30  -0.38  -3.43
C  -0.25  1.34  -1.14
C  -2.17  -3.25  1.61
H  -2.11  -4.34  1.53
C  -3.99  1.85  -3.84
C  2.84  -2.73  2.86
C  2.32  1.34  -1.10
C  -1.06  -2.46  1.33
C  2.38  3.08  -3.28
C  -0.47  -0.65  -2.70
N  -1.02  0.52  -2.06
C  1.12  1.77  -1.68
H  -0.02  -1.30  -1.93
C  -3.48  -1.26  2.03
C  -2.21  1.12  -2.40
O  5.27  -2.39  2.71
C  -4.52  -3.51  2.48
H  -0.09  4.26  -0.83
H  2.48  1.02  1.88
H  -3.25  4.26  -1.47
C  -1.07  -1.06  1.62
C  1.16  2.61  -2.81
C  3.54  1.87  -1.54
H  -5.28  -3.67  1.70
N  -1.16  2.44  -0.92
H  5.03  -4.48  2.46
H  0.03  0.79  1.88
C  3.83  -0.56  2.31
C  1.40  -0.85  2.19
C  2.57  -0.04  2.12
H  -0.21  3.33  0.69
H  0.72  -2.78  2.98
C  -2.30  2.33  -1.68
H  -4.81  3.82  -3.42
H  -2.45  0.62  1.79
H  -4.66  1.70  -4.69
H  4.52  3.19  -2.97
C  5.51  -3.76  3.13
H  -0.07  0.77  -0.15
H  -1.64  4.22  0.06
C  3.58  2.76  -2.62
H  0.24  2.90  -3.33
C  0.14  -0.30  1.77
H  5.16  -3.91  4.17
H  2.94  -3.79  3.12
C  -3.37  -2.66  2.03
H  2.28  0.57  -0.31
C  1.58  -2.17  2.71
H  6.60  -3.85  3.08
C  -3.23  3.32  -2.02
C  -4.07  3.06  -3.11
C  3.99  -1.93  2.64
C  -2.36  -0.47  1.79
H  -4.44  -0.80  2.25
H  -5.03  -3.05  3.33
H  -1.27  -1.20  -3.21
H  -2.95  -0.06  -4.06
H  -0.14  -2.91  0.94
Cl  2.40  4.08  -4.68
C  -3.06  0.86  -3.49
H  4.47  1.59  -1.04

***

5.
The following is a DFT calculation (ωB97M-V with the def2-TZVPD basis set) of a structure of composition C30H30ClN8O6SeTi at a distorted geometry.

Calculated values
E_HOMO = -9.4694 eV
Total charge = +1
ΔE to the lowest compared entry with this formula, charge and spin = 9.78 kcal/mol

Cartesian coordinates (Å):
C  3.17  -2.04  4.13
C  3.31  -3.22  -1.09
C  -0.06  -2.13  2.50
N  -6.35  6.19  1.03
C  -2.36  0.90  -3.01
C  -4.59  4.85  1.93
O  -0.94  -2.90  -2.39
C  -1.30  -0.13  2.97
C  2.10  1.39  2.71
H  3.01  -1.82  5.19
H  2.67  0.49  2.55
H  -1.01  -2.63  2.73
H  3.30  2.24  4.28
H  3.30  -3.11  3.99
C  -4.14  4.52  0.65
H  -4.11  4.45  2.82
C  -2.91  2.76  -0.61
H  -3.71  2.71  -1.34
O  2.07  -1.57  3.35
N  -0.83  1.90  0.17
O  -0.57  -1.68  -0.37
H  -1.68  0.77  2.48
O  1.87  -0.10  -0.12
H  -4.53  4.86  -1.45
H  4.06  -1.53  3.78
H  0.42  -1.76  4.58
C  -0.73  -0.26  -4.08
H  -3.36  1.30  -3.03
C  2.71  -3.62  -3.21
H  -0.79  0.15  3.89
C  0.30  2.66  2.09
C  -0.86  2.78  1.18
C  -1.91  3.66  1.35
Cl  0.00  -2.85  -1.30
H  -2.13  -0.79  3.19
N  1.73  3.47  3.80
Se  3.63  -3.34  0.72
H  -6.06  5.95  3.04
N  3.53  -2.10  -1.82
C  -1.81  1.92  -0.75
H  1.89  -3.73  -6.46
N  -1.96  0.25  -4.10
N  2.81  -4.15  -1.93
H  3.60  -0.48  -4.22
C  -1.53  1.07  -1.91
N  1.03  1.55  1.94
H  1.45  -5.73  -1.83
C  -5.69  5.68  2.06
N  -0.32  0.49  -1.87
C  2.44  2.36  3.65
C  0.08  -0.17  -2.95
H  3.82  -1.24  -1.38
H  -0.39  -0.77  -4.97
C  -5.92  5.88  -0.19
C  -2.98  3.64  0.46
H  0.09  4.53  3.14
H  1.05  -0.64  -2.92
H  0.38  -2.62  1.63
C  3.17  -2.30  -3.14
C  0.66  3.62  3.02
O  -0.39  -0.77  2.07
H  1.87  -5.17  -4.45
C  2.25  -3.34  -5.51
C  2.73  -2.03  -5.45
H  2.66  -5.65  -0.52
C  2.23  -4.16  -4.40
C  -4.84  5.05  -0.43
H  -1.91  4.36  2.18
H  2.75  -1.43  -6.35
C  2.49  -5.52  -1.59
C  3.21  -1.49  -4.26
H  3.14  -6.20  -2.15
Ti  0.34  -0.05  0.20
H  1.03  -3.27  3.87
O  -0.10  -4.01  -0.46
H  -6.48  6.31  -1.02
C  0.87  -2.20  3.68

***

6.
The following is a DFT calculation (ωB97M-V with the def2-TZVPD basis set) of a structure of composition C30H30CsN2O6P3S.

Calculated values
E_HOMO = -1.7815 eV
Total charge = -2
ΔE to the lowest compared entry with this formula, charge and spin = 1.46 kcal/mol

Cartesian coordinates (Å):
C  5.85  -4.12  0.31
H  -0.42  2.97  -2.49
P  3.09  2.31  3.18
H  -4.76  2.00  -1.27
C  -2.90  0.05  -2.04
C  -4.65  -1.95  0.53
H  -7.01  2.99  -1.15
O  3.82  3.13  -1.07
C  -3.52  -4.06  0.43
H  -1.31  2.45  -0.27
O  1.73  1.77  3.47
C  -3.40  -1.34  0.67
H  2.47  4.91  2.28
C  0.61  -1.07  -1.81
C  5.29  -4.17  -0.93
C  2.34  -2.73  -2.65
H  3.39  0.03  0.12
C  -6.86  1.62  1.94
H  4.74  4.10  2.25
H  5.21  2.68  1.54
H  2.44  4.84  0.48
H  -5.67  -3.84  0.32
C  -2.30  -3.41  0.55
H  5.73  -4.75  -1.73
C  4.11  -3.42  -1.18
C  1.84  -1.92  -1.59
C  -1.55  1.43  -3.48
H  -2.72  -0.24  -4.16
C  -5.59  1.08  1.87
H  5.69  -3.38  2.33
C  -5.34  1.89  -0.36
O  1.59  1.87  -0.48
C  -2.53  0.81  -0.93
H  4.76  3.91  0.49
H  -1.40  -4.03  0.55
H  -7.44  1.51  2.85
O  3.90  0.85  -0.04
C  -4.81  1.20  0.72
S  3.33  -1.83  2.52
H  1.24  3.96  1.44
C  4.09  -2.63  1.17
C  -6.62  2.45  -0.30
P  -3.11  0.45  0.77
H  -1.15  1.66  -4.46
H  -3.56  -5.14  0.34
H  3.90  -4.06  -3.23
H  -5.57  -1.37  0.51
C  -2.42  0.36  -3.30
H  1.82  -2.75  -3.60
H  6.75  -4.68  0.53
N  4.61  3.50  1.43
P  3.02  2.19  -0.21
C  -2.16  -2.01  0.69
H  0.27  -1.16  -2.84
H  -0.20  -1.39  -1.15
C  3.53  -2.64  -0.16
Cs  0.56  0.10  1.51
C  -1.15  2.18  -2.38
H  -5.18  0.55  2.73
O  3.70  3.43  3.96
H  3.91  0.28  2.80
H  0.83  -0.02  -1.61
C  -7.38  2.32  0.85
O  4.23  1.17  3.09
C  -4.71  -3.33  0.42
N  2.42  -1.87  -0.42
C  2.28  4.28  1.41
H  -8.37  2.75  0.91
C  5.25  -3.37  1.34
C  -1.65  1.87  -1.12
C  3.47  -3.45  -2.44
C  3.16  3.03  1.45
H  -3.54  -0.81  -1.90

***

| no. | E (eV) |
| --- | --- |
| 1 | -181334.001 |
| 2 | -292418.715 |
| 3 | -113672.879 |
| 4 | -49139.262 |
| 5 | -156778.893 |
| 6 | -86120.514 |